Entry 1:
Computed, not measured: the ion C5H13N2O with charge +1, with ωB97M-V/def2-TZVPD.

calculated total energy = -10414.7767 eV
spin multiplicity = 1
total charge = +1
F_max = 3.77 eV/A
SMILES = C[C@H](C=O)NCC[NH3+]
LUMO energy = -3.66 eV
Kohn-Sham gap = 9.3 eV
E_HOMO = -12.93 eV

Structure (XYZ):
```
21
Properties=species:S:1:pos:R:3:forces:R:3:nbo_charge:R:1
N 1.260 0.277 2.809 -0.8 2.4 0.1 -0.7009
H -0.754 -0.196 2.350 0.1 0.9 0.1 0.2417
H -1.126 -1.590 -0.609 -0.2 0.4 -0.9 0.2368
H 1.349 -0.391 0.055 -0.3 -0.3 -0.6 0.3540
C 0.019 0.980 0.619 1.3 -0.9 3.4 -0.2451
H 1.894 -0.115 2.129 0.2 0.5 -1.0 0.4374
H 1.152 -0.539 3.392 -0.1 0.4 1.4 0.4506
C -0.875 0.182 -1.992 -0.2 1.1 0.9 0.4199
H 1.611 1.209 3.219 0.1 -2.5 -0.1 0.4681
C 0.601 -1.733 -1.915 -0.1 -0.8 -1.9 -0.6578
N 0.343 -0.408 0.214 -0.5 0.7 -2.3 -0.6585
H 0.889 1.624 0.394 -0.2 0.0 0.4 0.1921
C -0.116 0.700 2.260 -0.4 1.0 -2.8 -0.2380
H -0.482 1.635 2.746 0.5 -1.1 0.3 0.2334
H 0.086 -2.246 -2.751 -0.4 0.3 0.4 0.2469
H 1.345 -1.170 -2.523 -0.2 0.1 1.1 0.2275
H 1.030 -2.570 -1.420 0.8 -0.4 0.7 0.2327
O -1.600 1.060 -1.594 -0.2 -0.5 -0.3 -0.5028
H -0.820 1.561 0.245 -0.4 -0.9 0.0 0.2789
H -0.432 0.316 -3.004 -0.1 -0.7 0.2 0.1412
C -0.362 -0.949 -1.076 0.9 0.5 0.9 -0.1581
```
Forces are in eV/Å.

***

Entry 2:
Computed, not measured: the molecule C3H6BrCl3Si, with ωB97M-V/def2-TZVPD.

calculated total energy = -118699.9030 eV
spin multiplicity = 1
F_max = 2.91 eV/A
SMILES = CC[C@H](Br)[Si](Cl)(Cl)Cl
LUMO energy = 0.48 eV
Kohn-Sham gap = 10.7 eV
E_HOMO = -10.23 eV

Structure (XYZ):
```
14
Properties=species:S:1:pos:R:3:forces:R:3:nbo_charge:R:1
Br 1.783 0.037 1.544 -0.5 0.2 -0.9 -0.0021
C -0.736 -0.494 0.033 0.6 1.2 2.5 -0.4360
H 0.199 -2.159 1.311 -1.8 0.8 -1.0 0.2326
Cl -0.782 2.817 0.941 0.2 0.3 -0.2 -0.3292
C -0.516 -1.952 0.425 2.5 -1.0 -1.1 -0.6273
H -1.521 -2.331 0.537 0.1 -0.9 0.2 0.2206
Cl -0.410 2.073 -2.310 -0.3 0.3 -0.5 -0.3421
Cl 2.247 3.035 -0.584 -0.1 0.2 0.1 -0.3219
H 1.112 -0.424 -0.947 0.4 1.3 0.9 0.2571
H -1.245 -0.033 0.977 0.5 -0.4 -2.0 0.2155
H 0.112 -2.483 -0.414 -1.6 0.7 1.1 0.1934
H -1.390 -0.410 -0.893 1.0 0.1 1.1 0.2360
Si 0.460 2.087 -0.493 0.5 -1.5 0.4 1.4429
C 0.687 0.236 -0.126 -1.3 -1.2 -0.7 -0.7394
```
Forces are in eV/Å.

***

Entry 3:
Computed, not measured: a structure of composition C44H61HfN7O10, with ωB97M-V/def2-TZVPD.

calculated total energy = -78833.1960 eV
spin multiplicity = 1
F_max = 4.23 eV/A
LUMO energy = 0.21 eV
Kohn-Sham gap = 8.4 eV
E_HOMO = -8.23 eV

Structure (XYZ):
```
123
Properties=species:S:1:pos:R:3:forces:R:3:lowdin_charge:R:1
C 7.869 -17.018 -6.178 -0.9 0.4 -0.1 -0.0363
C 14.816 -15.272 -0.907 -0.6 2.4 1.6 -0.1933
H 14.219 -20.728 -0.546 0.5 -0.5 -0.5 0.1115
C 14.641 -18.872 3.273 0.7 0.8 -0.8 -0.0743
H 4.079 -20.380 -0.249 0.9 0.0 -0.9 0.1253
H 7.329 -15.033 -5.699 0.5 0.2 0.2 0.1089
C 15.880 -24.758 1.251 -1.3 1.1 -0.1 -0.2422
C 8.330 -18.213 -5.655 -0.4 0.8 -0.4 -0.1543
O 10.464 -25.107 -7.807 -0.4 -0.7 -0.1 0.0719
C 10.193 -16.625 1.195 0.7 -0.9 2.3 -0.0755
O 11.641 -26.248 -6.209 -0.3 -0.1 -0.9 0.1484
C 10.864 -24.421 0.587 -1.2 0.7 0.0 -0.3387
H 9.623 -18.681 -1.435 0.4 -1.1 -0.6 -0.0166
O 10.754 -20.275 -5.105 1.1 -0.1 -0.7 -0.3694
H 13.427 -13.644 -0.479 -0.1 -1.2 0.0 0.1164
O 8.085 -21.010 -4.934 -0.9 -0.5 -0.1 -0.4082
C 12.474 -15.576 -1.005 1.0 -0.3 -0.1 -0.0904
C 5.008 -19.663 -2.174 1.3 -0.9 2.7 -0.0367
C 14.839 -22.820 2.326 -1.1 1.2 1.0 -0.2899
N 8.472 -18.136 0.509 -0.5 0.3 -0.3 0.0601
H 8.647 -20.092 1.204 -0.6 -0.2 -0.1 0.0829
H 12.381 -23.041 -8.625 -0.2 0.3 -0.3 0.1288
H 8.392 -23.710 -7.088 -0.5 -0.5 0.5 0.0851
C 14.648 -25.507 0.725 -0.5 -0.3 -1.3 -0.0862
H 16.582 -25.467 1.537 1.4 -1.5 0.3 0.0730
H 8.500 -22.834 -3.114 1.9 1.0 0.8 0.0424
C 9.905 -22.674 1.793 0.8 -1.8 -1.6 -0.5555
N 15.093 -16.463 -1.274 0.1 -3.0 -1.2 0.0537
C 12.690 -20.733 -1.971 -0.4 0.2 -0.6 -0.1301
N 16.940 -18.860 3.809 1.6 -0.1 -0.2 0.0440
H 9.646 -25.384 -0.923 -0.3 0.4 -0.2 0.0867
H 8.330 -21.050 -1.021 -1.4 0.4 0.5 0.1104
H 16.694 -17.940 0.647 0.0 0.7 -2.1 0.0654
H 10.360 -19.610 2.858 -0.2 0.0 -0.3 0.1033
H 10.432 -23.101 -1.100 0.2 0.4 0.6 0.1118
H 15.448 -21.902 2.273 -0.2 0.1 -0.5 0.1081
H 14.165 -18.123 1.368 -0.8 0.1 -0.9 0.0680
H 13.791 -24.204 -3.124 -0.5 0.7 -0.1 0.1242
H 8.604 -15.134 -3.433 -0.3 0.5 0.0 0.1039
H 18.247 -24.512 4.689 0.9 0.0 0.2 0.0478
H 16.328 -24.197 0.425 0.1 0.4 -0.1 0.1086
H 11.623 -23.120 -3.960 0.4 0.6 0.2 0.1198
C 12.753 -16.885 -1.428 0.4 0.4 -0.2 -0.0621
C 4.985 -20.312 -0.901 -0.3 0.3 -1.3 -0.0249
C 10.718 -17.650 2.100 -0.5 1.9 -1.3 -0.0356
H 11.747 -24.678 1.129 0.7 -0.1 0.7 0.1249
H 9.019 -22.137 -7.355 -0.1 0.3 -0.3 0.0793
H 15.679 -14.675 -0.663 0.2 0.5 0.0 0.1013
H 6.258 -21.507 0.377 0.1 0.7 -0.9 0.1301
H 10.026 -23.525 -9.061 -0.2 -0.2 -0.2 0.1458
N 7.370 -20.076 -2.450 -0.7 0.7 0.0 -0.0240
C 17.233 -18.502 2.548 1.1 -0.1 0.8 -0.1552
C 13.878 -22.655 3.531 -0.6 0.9 -0.9 -0.0765
H 4.215 -19.105 -2.523 -1.8 0.8 -0.8 0.0759
C 14.157 -22.549 -1.854 2.0 0.3 0.3 -0.1039
C 10.024 -18.830 2.175 0.7 -0.2 0.3 -0.0540
C 13.446 -23.204 -2.815 -0.2 -0.6 -0.3 -0.0551
C 8.471 -15.976 -4.083 -0.5 1.3 -0.7 -0.0580
N 11.968 -21.364 -2.909 -0.9 0.8 0.4 0.0165
Hf 9.517 -20.468 -3.612 0.3 0.2 1.0 1.4648
O 9.391 -22.096 2.692 -0.3 0.0 0.2 0.1477
H 11.314 -25.888 -0.871 0.6 -0.1 -0.3 0.0836
H 12.357 -19.729 -1.738 -0.2 -0.2 0.2 0.0768
H 14.484 -22.576 4.431 -0.3 0.1 0.3 0.0559
C 13.526 -14.733 -0.703 0.3 0.4 -0.7 -0.0477
C 16.317 -18.250 1.556 -1.6 -1.2 3.3 -0.0385
C 11.488 -25.348 -6.979 1.1 1.2 1.0 -0.5539
C 16.955 -23.675 3.195 0.0 -0.6 -0.6 -0.2244
H 8.254 -19.164 -6.149 -0.1 -0.3 -0.3 0.0960
C 6.192 -20.895 -0.557 -1.2 -0.4 2.7 -0.0690
C 9.292 -23.135 -7.035 0.8 0.8 -1.7 -0.0143
H 11.643 -17.475 2.658 -0.4 0.0 -0.1 0.0960
C 12.310 -22.566 -3.296 -0.4 -1.5 -0.5 -0.1460
O 10.041 -19.314 -2.063 0.0 1.2 1.3 -0.4117
C 10.484 -25.573 -0.270 -1.1 -1.3 0.8 -0.0114
H 17.960 -25.719 3.317 0.1 1.0 0.5 0.0705
N 8.815 -18.247 -4.444 1.1 -1.2 2.0 -0.0192
H 13.203 -23.531 3.566 0.4 0.4 0.2 0.0714
C 10.320 -23.689 -8.034 0.4 -0.1 1.0 -0.2691
C 7.882 -15.898 -5.345 -0.5 -0.4 -0.7 -0.0462
C 6.205 -19.601 -2.846 -0.3 0.9 -3.2 -0.1417
H 13.887 -24.899 0.167 0.6 0.1 0.9 0.0439
C 11.039 -23.145 -0.176 -1.1 0.2 0.8 -0.0538
O 9.844 -24.034 1.534 -0.6 0.2 1.1 0.0735
H 15.133 -22.971 -1.627 -0.2 -0.1 0.7 0.1059
H 15.511 -19.393 5.193 0.3 0.3 -0.8 0.1174
H 7.350 -17.008 -7.149 0.5 0.1 0.5 0.1164
H 16.781 -22.844 3.893 -0.1 -0.4 -0.1 0.1040
H 11.465 -15.257 -0.982 -0.8 0.4 0.1 0.0775
C 8.964 -19.070 1.287 0.8 0.4 0.5 -0.1393
C 8.938 -17.165 -3.662 0.6 -1.0 -0.1 -0.1182
O 9.302 -22.314 -2.785 -1.7 -1.6 -0.6 -0.4232
C 7.317 -20.618 -1.264 3.5 -2.4 0.5 -0.1935
N 15.674 -23.957 2.475 1.0 -1.4 -0.2 -0.1913
H 14.896 -26.246 -0.102 0.2 0.6 1.2 0.0921
H 11.685 -22.371 -7.119 0.4 1.3 0.8 0.0992
H 6.244 -19.204 -3.895 -0.3 -0.1 1.1 0.1253
H 12.069 -23.079 -0.336 1.5 0.9 -0.7 0.0796
H 10.556 -15.600 1.125 0.4 -0.5 0.2 0.0934
C 14.960 -18.430 1.989 1.2 0.2 0.1 -0.0582
C 13.800 -21.289 -1.390 -0.5 0.2 0.4 -0.0565
C 11.752 -23.200 -7.759 0.3 -1.5 -0.2 -0.0666
H 11.947 -17.517 -1.745 -0.3 -0.4 0.0 0.0705
H 7.509 -21.586 -4.408 -0.2 0.3 -0.7 -0.0178
H 13.239 -21.706 3.361 1.0 -1.4 0.5 0.0863
H 10.179 -26.438 0.357 0.3 0.4 -0.3 0.1035
H 10.577 -19.642 -5.785 0.0 0.3 -0.6 -0.0262
C 15.718 -19.058 4.148 -2.3 -0.7 1.2 -0.1948
H 14.278 -18.291 -2.038 0.1 1.0 0.7 0.1135
C 14.068 -17.292 -1.573 -0.2 -0.2 -0.4 -0.1295
C 17.561 -24.898 3.964 -2.3 -0.7 -0.3 -0.0901
H 14.155 -26.036 1.545 0.0 0.0 -0.2 0.0750
H 17.736 -23.294 2.485 -0.5 -0.2 0.3 0.1195
H 9.458 -17.239 -2.695 -0.4 -0.4 -0.7 0.0983
H 16.753 -25.412 4.578 0.7 0.7 -0.7 0.0883
H 14.141 -22.898 1.492 0.6 -0.1 -0.5 0.0948
O 10.654 -22.123 0.829 0.4 0.1 -1.0 0.0584
H 8.645 -16.144 -0.149 -0.3 -0.5 0.6 0.1093
H 18.323 -18.408 2.458 -0.5 0.2 -0.7 0.1081
O 12.385 -24.292 -7.027 -1.4 -0.1 -0.2 0.0340
C 9.025 -16.902 0.563 -0.1 -0.3 -1.6 -0.1827
H 9.700 -22.916 -6.071 0.1 -0.6 0.9 0.0565
H 13.605 -18.913 3.595 0.2 -0.2 0.0 0.0908
```
Forces are in eV/Å.

***

Entry 4:
Computed, not measured: a cluster of 2 separate species, Cl4H2OSi2 in total, with ωB97M-V/def2-TZVPD.

calculated total energy = -67929.7574 eV
spin multiplicity = 1
F_max = 3.78 eV/A
SMILES = O=[Si](Cl)Cl.Cl[SiH2]Cl
LUMO energy = 0.03 eV
Kohn-Sham gap = 10.9 eV
E_HOMO = -10.86 eV

Structure (XYZ):
```
9
Properties=species:S:1:pos:R:3:forces:R:3:nbo_charge:R:1
H -1.632 -0.494 -2.727 1.2 -0.9 1.7 -0.1425
Cl 1.290 2.040 0.958 -0.3 -0.5 0.9 -0.3573
H 0.255 -1.836 -1.500 0.3 -0.9 0.4 -0.1357
Si -0.516 -0.647 -1.547 -2.1 1.4 -2.8 1.0610
Cl -0.448 0.654 3.465 -1.0 0.5 1.5 -0.3139
Cl 0.611 0.887 -2.185 1.0 0.5 -0.2 -0.3704
Cl -1.494 0.083 0.085 -0.4 -0.2 0.8 -0.3485
Si 0.691 0.330 1.943 1.5 -0.3 -2.5 1.7901
O 1.244 -1.017 1.507 -0.1 0.3 0.2 -1.1829
```
Forces are in eV/Å.